Record 1
95
Properties=species:S:1:pos:R:3 method="wB97M-V/def2-TZVPD" e_above_lowest_kj_mol=106.3 gap_ev=9.776 charge=0 largest_force_ev_per_a=6.7
C 3.57 -1.15 5.13
C 2.09 -0.78 4.78
O 2.26 -0.29 3.41
H 3.45 -1.99 5.89
H 4.12 -0.31 5.57
H 4.06 -1.43 4.16
H 1.82 0.06 5.43
H 1.40 -1.58 5.00
H 1.41 0.00 3.12
C -3.88 -2.92 0.82
C -3.18 -3.73 -0.27
O -3.12 -2.93 -1.45
H -3.82 -3.41 1.79
H -4.90 -2.76 0.52
H -3.48 -1.89 1.02
H -3.86 -4.64 -0.39
H -2.17 -3.98 -0.08
H -2.38 -3.22 -1.94
C 0.88 3.61 3.46
C 0.84 2.53 2.37
O 0.36 3.07 1.11
H 1.60 4.39 3.19
H 1.27 3.17 4.39
H -0.06 4.03 3.68
H 0.09 1.81 2.54
H 1.81 1.98 2.31
H 0.33 2.29 0.50
C 2.14 -0.97 -3.33
C 2.85 -0.02 -4.20
O 3.30 -0.55 -5.46
H 2.68 -1.78 -2.89
H 1.38 -1.31 -3.97
H 1.74 -0.41 -2.45
H 3.78 0.38 -3.72
H 2.22 0.82 -4.37
H 3.80 -1.35 -5.30
C -1.58 -0.83 -3.32
C -1.23 0.29 -4.25
O -1.67 1.45 -3.70
H -2.53 -0.72 -2.76
H -0.77 -0.99 -2.52
H -1.81 -1.68 -3.91
H -1.64 0.23 -5.32
H -0.11 0.47 -4.31
H -1.15 2.15 -4.13
C -0.01 -0.01 0.23
O 0.86 -0.36 1.23
N -1.27 -0.34 0.16
N 0.30 0.85 -0.74
H -1.59 -1.11 0.74
H -2.00 0.11 -0.47
H 1.27 1.13 -0.60
H -0.21 0.95 -1.61
C 2.97 2.21 -1.64
O 2.86 2.00 -0.29
H 3.94 1.74 -1.97
H 2.80 3.27 -2.08
H 2.19 1.58 -2.10
H 3.74 2.18 0.17
C -1.18 -1.70 3.56
O -1.22 -2.37 2.33
H -0.92 -0.63 3.51
H -0.42 -2.26 4.22
H -2.17 -1.87 4.06
H -1.13 -3.33 2.53
C -2.63 2.59 1.67
O -2.71 1.25 2.09
H -2.01 2.69 0.76
H -2.19 3.21 2.46
H -3.67 2.96 1.54
H -2.00 0.86 1.64
C 0.73 -3.29 -0.24
O 0.47 -4.65 -0.28
H -0.23 -2.72 -0.51
H 1.57 -3.03 -0.91
H 0.96 -3.01 0.80
H 0.08 -4.77 -1.12
C 3.47 -1.18 -0.11
O 3.82 -0.51 1.09
H 4.16 -0.72 -0.89
H 2.47 -1.02 -0.45
H 3.77 -2.30 -0.02
H 3.21 -0.86 1.75
C -4.50 0.46 -1.10
O -3.22 1.14 -1.20
H -4.83 0.35 -0.10
H -4.37 -0.54 -1.46
H -5.41 1.00 -1.48
H -3.01 1.21 -2.10
C -0.71 3.75 -1.78
O -1.30 4.84 -1.17
H 0.31 3.39 -1.35
H -0.78 3.94 -2.88
H -1.33 2.85 -1.71
H -0.84 4.96 -0.30

***

Record 2
104
Properties=species:S:1:pos:R:3 method="wB97M-V/def2-TZVPD" gap_ev=4.777 charge=+1 largest_force_ev_per_a=7.4
Hf 1.21 -1.26 -3.32
C 4.86 -1.72 -0.93
C 4.67 -2.03 -2.43
O 3.34 -2.13 -2.86
H 4.82 -2.65 -0.36
H 4.09 -1.11 -0.45
H 5.88 -1.36 -0.79
H 5.20 -2.97 -2.63
H 5.16 -1.26 -3.03
S -0.20 -1.14 -0.62
O 1.22 -1.25 -1.07
O -0.64 -2.31 0.11
O -0.52 0.19 -0.14
O -0.67 -1.24 -2.04
C -4.32 -1.19 -0.86
O -4.57 0.16 -1.15
C -5.68 0.80 -0.59
C -6.00 2.06 -1.43
N -5.02 3.10 -1.21
C -5.23 4.15 -2.20
C -4.14 5.22 -2.23
O -2.83 4.70 -2.37
C -2.56 4.15 -3.64
H -4.10 -1.38 0.20
H -3.48 -1.62 -1.39
H -5.27 -1.65 -1.17
H -5.57 1.09 0.46
H -6.58 0.17 -0.61
H -7.00 2.43 -1.19
H -6.07 1.64 -2.45
H -4.08 2.78 -1.41
H -6.12 4.72 -1.91
H -5.56 3.87 -3.21
H -4.25 5.73 -1.27
H -4.33 5.96 -3.02
H -1.52 3.86 -3.54
H -2.68 4.93 -4.41
H -3.19 3.30 -3.93
C 1.47 4.83 4.09
O 1.78 3.47 4.01
C 1.21 2.85 2.85
C 1.81 1.43 2.77
N 3.26 1.40 2.50
C 3.78 0.04 2.67
C 5.30 0.20 2.64
O 5.78 0.81 3.82
C 7.17 1.02 3.82
H 1.92 5.18 5.02
H 0.40 5.06 4.21
H 1.90 5.44 3.30
H 1.52 3.41 1.97
H 0.12 2.79 2.93
H 1.23 0.79 2.10
H 1.67 0.83 3.69
H 3.61 2.09 3.15
H 3.37 -0.69 1.98
H 3.44 -0.23 3.68
H 5.56 0.72 1.71
H 5.73 -0.81 2.54
H 7.44 1.85 3.18
H 7.71 0.10 3.55
H 7.47 1.23 4.85
O -0.67 -1.63 -4.81
H -1.10 -1.06 -5.46
H -1.21 -2.44 -4.80
O 2.48 0.57 -2.61
H 2.70 1.40 -3.05
H 2.86 0.65 -1.72
O -2.45 -4.46 -1.11
H -2.36 -5.15 -0.44
H -2.13 -3.67 -0.68
O -2.37 1.39 -1.80
H -3.29 1.04 -1.79
H -1.90 0.85 -1.15
O -0.06 0.78 -3.58
H 0.01 1.49 -4.23
H -0.78 1.07 -2.97
O 0.57 -3.53 -2.64
H 0.48 -3.82 -1.71
H 0.73 -4.35 -3.14
O -2.33 0.57 1.90
H -1.69 0.44 1.19
H -2.16 -0.16 2.51
O 0.75 2.47 -0.93
H 0.19 1.73 -0.67
H 1.65 2.16 -0.80
C -2.81 -3.51 2.86
C -1.46 -2.99 3.37
O -1.06 -1.77 2.72
H -2.81 -4.58 3.07
H -2.87 -3.50 1.76
H -3.70 -3.01 3.22
H -0.69 -3.71 3.09
H -1.48 -2.90 4.45
H -1.09 -1.95 1.76
C 2.74 -3.98 0.52
C 1.57 -4.76 1.00
O 0.49 -4.67 0.07
H 2.68 -2.90 0.38
H 3.18 -4.46 -0.36
H 3.48 -4.04 1.33
H 1.20 -4.51 2.00
H 1.77 -5.83 1.09
H 0.04 -3.81 0.20

***

Question: Which value of charge does entry 2 give?
Answer: +1

***

Question: Look up the charge of the second one.
Answer: +1

***

Question: Among the records above, which one has the highest charge?
Answer: C18H63HfN2O19S